ORCA calculation (ωB97M-V/def2-TZVPD) on a cluster of 2 separate species, C4H9N4 in total.

ORCA input file:
```
! wB97M-V def2-TZVPD RIJCOSX def2/J DEFGRID3
* xyz 1 3
H -1.9194 -1.6663 0.2264
H -2.7637 0.5752 0.1953
H -1.8428 0.2513 -1.2925
H -1.1049 -0.7712 1.3707
H 4.6551 0.3766 0.0104
H -0.9959 2.3781 -0.5121
C -1.7701 0.3753 -0.2092
N 3.6426 0.3039 -0.0544
C 0.9267 -0.0076 -0.1892
C -0.8060 1.5236 0.1393
N 2.9871 -0.6497 0.0337
C 0.0908 -1.2297 -0.2539
H -0.0475 -1.5325 -1.2935
H 0.5643 -2.0462 0.2926
H -0.9503 1.8633 1.1718
N 0.5816 1.1568 0.0045
N -1.2476 -0.9010 0.3604
*
```

- Total energy: -10242.339 eV
- Largest force on an atom: 2.7 eV/A
- Kohn-Sham gap (alpha / beta): 6.54 / 10.18 eV
- HOMO (alpha / beta): -10.04 / -14.49 eV
- E_LUMO (alpha / beta): -3.50 / -4.31 eV
- Energy relative to the best compared isomer or geometry (same formula, charge and spin): 2.087 eV